(1)
The following is a DFT calculation (the ωB97M-V functional and the def2-TZVPD basis) of a molecular structure, C35H33ClGaN4Si2 at a distorted geometry.

The geometry in XYZ format:
```
76
Properties=species:S:1:pos:R:3
C -2.078 -0.712 1.042
C -2.870 -0.243 -0.039
C -2.453 -0.868 -1.231
H -3.734 0.422 0.056
C -1.309 -1.717 -0.922
C -1.102 -1.616 0.536
H -0.485 -2.305 1.127
H -2.265 -0.513 2.104
H -2.945 -0.829 -2.209
H -0.902 -2.510 -1.558
Ga 0.189 -0.162 -0.807
Si -0.613 -0.478 -6.910
C -0.161 1.117 -7.878
C 1.043 1.202 -8.585
H 1.676 0.314 -8.693
C 1.407 2.406 -9.203
H 2.373 2.461 -9.707
C 0.529 3.494 -9.180
H 0.826 4.451 -9.617
C -0.769 3.324 -8.674
H -1.512 4.115 -8.780
C -1.125 2.121 -8.057
H -2.158 1.914 -7.763
C -0.055 -1.728 -8.233
C -0.564 -1.673 -9.556
H -1.382 -0.978 -9.790
C 0.014 -2.436 -10.588
H -0.378 -2.362 -11.611
C 1.128 -3.255 -10.323
H 1.613 -3.810 -11.136
C 1.621 -3.341 -9.013
H 2.512 -3.946 -8.795
C 1.001 -2.614 -7.980
H 1.409 -2.684 -6.967
H -2.106 -0.578 -7.080
Si 2.569 0.841 -5.470
C 1.665 -0.774 -5.181
C 0.146 -0.687 -5.179
H -0.178 0.199 -4.615
C -0.628 -1.841 -4.728
H -1.718 -1.737 -4.692
C 0.032 -2.924 -4.200
H -0.535 -3.733 -3.729
C 1.430 -2.976 -4.178
H 1.907 -3.865 -3.775
C 2.227 -1.922 -4.635
H 3.306 -1.972 -4.493
C 1.379 2.194 -4.783
C 0.627 2.004 -3.595
H 0.907 1.199 -2.903
C -0.498 2.784 -3.316
H -1.242 2.451 -2.582
C -0.681 3.963 -4.037
H -1.499 4.630 -3.781
C 0.164 4.251 -5.105
H -0.021 5.126 -5.713
C 1.190 3.385 -5.489
H 1.821 3.596 -6.352
H 3.677 0.848 -4.577
Cl 2.234 -0.338 -1.543
N 0.871 2.936 1.979
C 0.068 3.749 1.179
C -0.453 2.934 0.220
N 0.085 1.652 0.359
C 0.828 1.673 1.481
C 1.626 0.569 1.959
N 1.640 -0.651 1.411
C 2.661 -1.329 2.041
C 3.304 -0.514 2.948
N 2.616 0.691 2.902
H 1.369 3.240 2.818
H -0.042 4.810 1.355
H -1.170 3.150 -0.557
H 2.869 -2.356 1.804
H 4.177 -0.668 3.570
H 2.805 1.517 3.478
```

For the molecular weight, the calculation gives 671.0 g mol⁻¹. For the largest force on an atom, the calculation gives 3.1 eV/Å. Its LUMO energy (spin up / spin down) is -3.605 / -3.606 eV. The HOMO energy (spin up / spin down) comes out at -9.31 / -8.73 eV. The electronic energy is -123436.609 eV. As for the total charge: +1.

***

(2)
The following is a DFT calculation (the ωB97M-V functional and the def2-TZVPD basis) of 8 unconnected molecules or ions with the total composition BrH15O7 at a distorted geometry.

The geometry in XYZ format:
```
23
Properties=species:S:1:pos:R:3
O 48.300 42.874 35.130
H 47.547 43.154 35.750
H 48.045 42.043 34.710
H 48.922 42.588 35.975
Br 51.249 42.298 36.733
O 54.421 42.632 35.501
H 53.515 42.502 35.922
H 54.499 43.462 35.726
O 50.323 45.459 36.630
H 50.635 44.734 37.169
H 49.539 45.685 37.208
O 53.041 44.455 39.148
H 52.438 43.820 38.805
H 53.028 44.973 39.991
O 49.554 39.767 35.400
H 50.197 40.355 35.753
H 49.044 39.311 36.217
O 48.753 41.502 39.370
H 48.017 42.031 39.114
H 49.144 41.412 38.431
O 53.092 40.070 38.240
H 53.655 39.605 37.506
H 52.476 40.583 37.811
```

For the molecular weight, the calculation gives 207.0 g mol⁻¹. For the largest force on an atom, the calculation gives 7.6 eV/Å. Its LUMO energy is -1.972 eV. The HOMO energy comes out at -9.98 eV. The electronic energy is -84615.563 eV.

***

(3)
The following is a DFT calculation (the ωB97M-V functional and the def2-TZVPD basis) of a single C8H14O molecule at a distorted geometry.

The geometry in XYZ format:
```
23
Properties=species:S:1:pos:R:3
C -0.230 -0.480 0.525
C -1.071 0.470 -0.519
C -0.610 -1.941 0.216
C -1.672 1.685 0.183
C -0.383 0.873 -1.821
C 1.256 -0.278 0.604
C 2.037 -1.368 1.425
C 2.066 0.698 0.179
O 1.591 -1.962 2.393
H -0.630 -0.258 1.523
H -1.930 -0.143 -0.824
H 3.079 -1.548 1.089
H -0.262 -2.631 0.989
H -1.699 -2.060 0.188
H -0.200 -2.265 -0.745
H -1.135 1.105 -2.586
H -0.899 2.361 0.558
H -2.317 2.249 -0.502
H -2.299 1.372 1.025
H 0.250 0.074 -2.217
H 0.209 1.786 -1.714
H 1.708 1.590 -0.315
H 3.140 0.669 0.346
```

For the molecular weight, the calculation gives 126.2 g mol⁻¹. For the largest force on an atom, the calculation gives 2.1 eV/Å. Its LUMO energy is 0.641 eV. The HOMO energy comes out at -9.68 eV. The electronic energy is -10569.374 eV. The SMILES is C=C(C=O)[C@H](C)C(C)C.

***

(4)
The following is a DFT calculation (the ωB97M-V functional and the def2-TZVPD basis) of 9 unconnected molecules or ions with the total composition C20H56F3NO8Si at a distorted geometry.

The geometry in XYZ format:
```
89
Properties=species:S:1:pos:R:3
C -2.009 1.212 0.402
C -3.328 2.206 0.658
N -3.090 3.547 0.906
C -4.800 1.494 0.545
Si -6.293 2.743 0.613
C -7.897 1.618 0.470
F -8.093 1.417 -1.012
F -9.089 2.277 1.091
F -7.638 0.269 1.100
H -1.294 1.821 -0.303
H -2.407 0.281 -0.186
H -1.532 0.956 1.445
H -2.034 3.684 0.917
H -4.834 0.916 -0.492
H -4.982 0.658 1.377
H -6.293 3.503 1.862
H -6.216 3.586 -0.592
C -2.371 2.395 4.524
C -1.007 1.739 4.580
O -0.147 2.328 3.616
H -2.810 2.285 3.527
H -3.048 1.949 5.259
H -2.294 3.469 4.722
H -1.086 0.671 4.360
H -0.556 1.855 5.570
H -0.076 3.275 3.825
C 2.144 -1.768 1.008
C 1.348 -0.552 1.433
O -0.009 -0.912 1.651
H 1.728 -2.199 0.092
H 3.191 -1.507 0.833
H 2.099 -2.548 1.776
H 1.377 0.216 0.655
H 1.749 -0.123 2.356
H -0.024 -1.588 2.350
C 1.780 4.186 -1.541
C 0.907 3.216 -0.772
O -0.071 2.654 -1.635
H 1.173 4.986 -1.977
H 2.537 4.631 -0.890
H 2.283 3.680 -2.372
H 0.389 3.730 0.043
H 1.505 2.405 -0.344
H 0.399 2.192 -2.350
C 2.174 -7.067 2.348
C 2.064 -5.635 1.867
O 2.497 -5.542 0.518
H 3.207 -7.422 2.269
H 1.848 -7.155 3.388
H 1.561 -7.731 1.729
H 2.695 -4.978 2.474
H 1.032 -5.277 1.931
H 1.925 -6.122 -0.014
C 0.537 0.092 -5.484
C 1.350 1.338 -5.770
O 2.579 1.289 -5.060
H 0.337 0.001 -4.411
H -0.416 0.117 -6.020
H 1.087 -0.806 -5.783
H 0.806 2.232 -5.449
H 1.565 1.430 -6.839
H 3.058 0.497 -5.358
C 0.079 -6.835 -3.241
C 1.566 -6.847 -2.952
O 1.860 -7.826 -1.967
H -0.489 -6.620 -2.330
H -0.165 -6.083 -3.996
H -0.254 -7.815 -3.600
H 1.890 -5.873 -2.573
H 2.140 -7.074 -3.855
H 1.577 -8.688 -2.316
C -2.569 6.939 6.965
C -1.379 6.049 7.260
O -0.733 5.686 6.048
H -3.281 6.425 6.310
H -3.081 7.224 7.889
H -2.253 7.847 6.442
H -1.701 5.133 7.763
H -0.657 6.560 7.903
H -0.443 6.507 5.613
C 6.044 -2.418 -5.987
C 5.248 -1.201 -5.562
O 3.891 -1.561 -5.344
H 5.628 -2.849 -6.903
H 7.091 -2.156 -6.163
H 5.999 -3.197 -5.219
H 5.277 -0.433 -6.340
H 5.649 -0.772 -4.639
H 3.876 -2.237 -4.645
```

For the molecular weight, the calculation gives 523.7 g mol⁻¹. For the largest force on an atom, the calculation gives 5.5 eV/Å. Its LUMO energy is 0.300 eV. The HOMO energy comes out at -9.41 eV. The electronic energy is -55543.139 eV. The SMILES is [H]/N=C(\C)C[SiH2]C(F)(F)F.CCO.CCO.CCO.CCO.CCO.CCO.CCO.CCO.